The following is a quantum chemistry calculation of a molecular structure, C25H36NO2Os in a non-equilibrium geometry, from OMol25.

## Properties
Total energy   -1269.62864 Ha
Highest occupied orbital energy (spin up / spin down)   -0.29574 / -0.42333 Eh
Total charge   +1
HOMO-LUMO gap (spin up / spin down)   6.11 / 6.78 eV
Relative energy (zero: lowest compared OMol25 entry of this formula, charge and spin)   0.0000 eV
Spin multiplicity   5

XYZ file:
```
65
Properties=species:S:1:pos:R:3:lowdin_charge:R:1
C 0.467 0.674 5.255 -0.311
H -0.644 -1.135 5.450 0.073
H 1.522 -0.650 1.417 0.117
C -1.047 0.048 -3.043 -0.125
H -0.434 2.386 -1.784 0.079
H -1.810 1.308 0.066 0.112
C -3.057 -1.778 0.513 -0.168
H 2.329 2.341 1.852 0.102
H 2.542 3.206 4.600 0.109
H -2.295 -2.255 2.550 0.125
H 1.552 -1.660 -3.577 0.098
H -1.549 -3.737 -2.949 0.085
C 0.808 -2.454 -3.730 -0.014
H 0.104 4.564 -2.491 0.111
C 1.267 2.356 2.142 -0.039
H -0.945 -4.245 1.053 0.133
H -2.648 -2.540 -3.720 0.096
H -2.070 0.400 -2.850 0.120
H 0.930 4.901 -0.947 0.110
H -0.279 0.801 -2.817 0.086
H 0.915 -2.846 -4.752 0.110
C 0.212 -2.437 1.725 -0.246
H -1.495 -3.481 -4.710 0.105
N 0.288 0.860 3.916 0.093
H 0.914 3.395 2.047 0.106
C 1.222 -2.067 -0.298 -0.161
C -0.591 -1.912 -3.561 -0.538
C 1.835 2.387 4.656 -0.011
H 0.502 -0.786 6.773 0.093
C 2.187 3.898 -2.431 -0.177
C -1.729 -0.272 1.658 -0.201
H 0.700 1.721 1.452 0.045
H 0.306 -3.884 -1.279 0.105
H -1.720 -0.661 -5.019 0.125
H 1.776 1.651 6.781 0.109
H 2.117 3.997 -3.528 0.117
H -1.093 0.168 2.429 0.080
H -1.021 0.115 6.666 0.099
C 1.073 -1.556 1.018 -0.168
O 2.626 2.553 -2.140 -0.135
H 1.447 0.925 -1.756 0.097
H 2.095 1.727 -0.318 0.096
H -3.607 -2.674 0.246 0.129
C -0.232 -3.456 0.833 -0.192
H 2.966 4.604 -2.090 0.120
H 0.989 -3.278 -3.031 0.069
C 1.113 1.877 3.525 -0.312
C -2.917 -0.611 -0.284 -0.180
C 0.818 4.173 -1.759 -0.133
H -0.032 -2.360 2.776 0.121
C 1.632 1.919 -1.307 -0.190
C -1.645 -2.983 -3.742 -0.004
Os -0.922 -1.553 0.158 1.528
C 0.380 2.808 -1.188 -0.163
H -3.384 -0.462 -1.252 0.115
H 0.029 2.901 -0.156 0.077
C -0.835 -0.632 -4.383 -0.055
C -2.100 0.320 0.417 -0.149
C -2.348 -1.560 1.723 -0.243
H 1.862 -1.629 -1.062 0.118
O -0.774 -1.187 -2.263 -0.226
C 1.437 1.610 5.754 -0.008
C 0.420 -3.242 -0.411 -0.167
H 0.061 -0.266 -4.896 0.127
C -0.217 -0.342 6.073 -0.023
```

The following is a quantum chemistry calculation of C25H36O in the gas phase in a non-equilibrium geometry, from OMol25.

## Properties
SMILES   Cc1cc(C)c([C@H](C)Oc2c(C(C)(C)C)cccc2C(C)(C)C)c(C)c1
Total energy   -1049.41845 Ha
Highest occupied orbital energy   -0.30563 Eh
HOMO-LUMO gap   9.10 eV
Spin multiplicity   1

XYZ file:
```
62
Properties=species:S:1:pos:R:3:lowdin_charge:R:1
C -1.063 0.480 -2.912 -0.529
H 0.773 2.900 2.635 0.095
H 0.770 0.733 -4.012 0.089
C 0.357 -3.857 0.431 -0.060
C -1.239 1.083 -0.376 -0.140
H -1.317 -2.183 1.553 0.085
C 5.289 -3.264 0.849 -0.055
C -1.862 0.800 -4.180 -0.075
H 5.263 -4.352 0.898 0.073
H 2.013 1.258 -0.327 0.066
H -0.719 0.293 2.934 0.059
H -4.948 2.004 -0.722 0.104
H -2.159 -0.796 0.884 0.091
H -2.231 1.028 3.481 0.092
H 0.269 2.180 -3.097 0.093
H -1.403 3.878 3.428 0.091
H -2.954 3.141 3.025 0.073
C 3.792 -1.320 0.479 -0.026
C 1.342 -1.455 0.505 -0.031
C -1.823 0.991 -1.657 -0.075
C -1.200 1.249 3.172 -0.042
C 0.005 -0.724 0.702 -0.314
H -1.289 0.508 -5.068 0.087
C -1.992 3.452 2.606 -0.079
H 2.854 -4.539 0.563 0.112
H -0.233 -1.325 -2.030 0.074
C -1.308 -1.471 0.723 -0.016
C 0.330 1.089 -3.069 -0.038
C 2.764 -3.451 0.539 -0.017
H -1.464 -1.999 -0.225 0.075
C 2.551 -0.688 0.463 -0.179
H -3.753 1.083 -2.648 0.103
C 2.656 0.809 0.434 -0.046
C 0.188 2.798 1.712 -0.038
C 3.928 -2.693 0.611 -0.275
C -3.199 1.245 -1.720 -0.033
C -0.914 -1.042 -2.842 -0.042
C -3.264 1.887 0.602 -0.048
H 0.711 2.133 1.031 0.036
C -3.900 1.723 -0.618 -0.075
H 5.700 -2.881 1.791 0.086
H 0.997 0.786 -2.259 0.068
H -3.854 2.216 1.463 0.110
O -0.072 0.328 -0.214 -0.095
H -2.074 1.872 -4.256 0.094
H 4.693 -0.705 0.430 0.118
H 5.992 -2.969 0.063 0.082
H 0.114 3.780 1.229 0.097
C -1.207 2.269 2.024 -0.519
C 1.494 -2.874 0.492 -0.190
H -0.275 -3.699 -0.454 0.080
H 2.468 1.263 1.417 0.086
H 0.113 -0.265 1.705 0.116
H -1.891 -1.514 -2.678 0.093
H -0.503 -1.433 -3.784 0.091
H 0.762 -4.879 0.359 0.078
H -0.659 1.682 4.027 0.092
C -1.881 1.719 0.726 -0.083
H -2.156 4.237 1.862 0.095
H 3.695 1.078 0.180 0.082
H -0.273 -3.842 1.331 0.076
H -2.805 0.243 -4.209 0.077
```

The following is a quantum chemistry calculation of a molecular structure, C25H37BrF2N11O3P in a non-equilibrium geometry, from OMol25.

## Properties
Total energy   -4917.90243 Ha
Highest occupied orbital energy   -0.33756 Eh
HOMO-LUMO gap   9.37 eV
Spin multiplicity   1

XYZ file:
```
80
Properties=species:S:1:pos:R:3:lowdin_charge:R:1
H 1.245 3.637 -2.955 0.080
H -1.708 4.812 3.069 0.084
H 10.272 1.619 4.689 0.085
H -2.076 -2.603 -0.031 0.077
H -2.698 4.025 4.312 0.085
H 6.065 -0.340 1.113 0.087
N 4.845 2.551 1.361 0.130
N 9.035 -0.778 3.075 0.137
C 5.606 1.694 1.327 -0.284
C 5.614 4.784 -3.065 -0.076
C -0.909 -4.063 3.304 -0.062
H -2.456 0.947 -6.366 0.081
C -2.009 -4.850 3.852 -0.264
H -1.292 -3.136 2.882 0.059
H 7.291 0.776 0.483 0.088
C 0.138 2.004 -3.658 -0.277
C -3.619 -2.885 1.453 -0.100
C -3.062 2.324 -4.910 -0.302
O 0.121 -2.177 0.151 0.174
H 4.766 4.158 -3.326 0.033
C 5.148 6.088 -2.603 -0.287
C -5.774 -5.192 2.780 -0.302
C 9.182 0.027 3.878 -0.279
C -2.927 -0.663 0.456 -0.836
C -3.033 -2.166 0.219 -0.329
H 2.689 0.903 -1.512 0.055
H -0.193 -3.827 4.089 0.086
O -0.124 -0.184 2.504 0.163
H -3.692 -2.225 2.307 0.078
C -6.988 -2.484 -2.765 -0.065
C 3.744 1.099 -1.667 -0.059
H 8.515 1.727 4.905 0.083
H -2.966 -3.700 1.746 0.039
H 4.305 0.185 -1.481 0.086
C -2.681 4.376 3.283 -0.056
C -2.504 2.024 -6.225 -0.087
N -5.585 -4.323 -1.567 0.137
H -3.450 5.134 3.150 0.084
H 6.244 4.907 -3.943 0.085
H -0.409 -4.629 2.522 0.091
N -3.497 2.562 -3.877 0.134
H -6.184 -7.184 2.289 0.077
N -0.038 1.123 -4.371 0.157
H -1.500 2.435 -6.301 0.066
H -7.938 -2.357 -2.252 0.084
N 4.152 1.908 -4.109 0.140
N -0.130 0.170 0.209 -0.078
N -2.876 -5.471 4.271 0.158
C 0.326 3.105 -2.719 -0.051
H -4.590 -3.288 1.253 0.030
N -3.122 2.383 1.667 0.140
H -4.685 -6.530 1.601 0.081
C -2.929 3.259 2.378 -0.246
O -1.469 -0.770 -1.854 -0.252
H -3.710 -2.358 -0.596 0.057
H -4.764 -6.938 3.327 0.054
P -1.733 0.258 -0.614 0.897
H 6.188 4.299 -2.278 0.080
C 0.541 -1.063 0.039 -0.519
C 9.369 1.052 4.899 -0.061
F 1.802 -0.827 -0.336 0.127
C -5.325 -6.545 2.482 -0.084
H 0.382 2.714 -1.704 0.067
C -0.158 0.553 1.556 -0.568
C -6.201 -3.514 -2.094 -0.278
H 7.110 0.547 2.226 0.035
H -3.132 2.461 -6.999 0.080
H -1.515 -0.211 -2.639 0.024
Br -4.617 0.163 -0.060 0.664
H -0.517 3.790 -2.788 0.086
N -6.129 -4.127 3.009 0.139
H -6.448 -1.539 -2.752 0.072
C 6.576 0.604 1.285 -0.066
C 3.968 1.548 -3.037 -0.275
H -2.797 -0.442 1.505 0.041
F -0.221 1.869 1.679 0.132
H 4.070 1.868 -0.970 0.050
H 9.460 0.583 5.877 0.085
N 4.781 7.112 -2.242 0.119
H -7.174 -2.778 -3.795 0.081
```